{"formula": "CH7P3", "method": "the ωB97M-V functional and the def2-TZVPD basis", "elements": ["C", "P", "P", "P", "H", "H", "H", "H", "H", "H", "H"], "positions_angstrom": [[-0.0558, -1.6731, 0.3081], [0.2622, -0.1909, -0.8347], [1.9866, 0.8131, 0.1543], [-1.4098, 1.0234, 0.1568], [-0.2571, -1.3274, 1.3487], [0.9415, -2.1711, 0.3550], [-0.7709, -2.1589, -0.2242], [2.3442, 1.2728, -1.1282], [1.2814, 2.1406, 0.9452], [-2.3059, 0.0205, -0.0401], [-1.8675, 1.5488, -0.9876]], "mulliken_charge": [-1.139, 0.089, -0.174, -0.129, 0.348, 0.362, 0.396, 0.079, 0.066, 0.049, 0.052], "total_charge": 0, "gap_ev": 9.10, "homo_ev": -8.64, "smiles": "CP(P)#[PH2]", "spin_multiplicity": 1}

{"formula": "CH7PSi", "method": "the ωB97M-V functional and the def2-TZVPD basis", "elements": ["C", "Si", "P", "H", "H", "H", "H", "H", "H", "H"], "positions_angstrom": [[0.4498, 0.3621, 0.8820], [1.4231, -0.5950, -0.3444], [-2.9816, 0.0752, -0.4947], [0.2378, 1.3964, 0.9524], [0.3795, -0.0947, 1.8700], [1.2610, 0.3033, -1.5391], [0.7031, -1.8669, -0.3911], [2.6631, -0.7030, 0.4361], [-2.1930, 1.0322, 0.3081], [-1.9429, 0.0904, -1.6792]], "mulliken_charge": [-0.931, 0.313, -0.052, 0.482, 0.340, -0.070, -0.069, -0.089, 0.040, 0.035], "s2": 2.007, "total_charge": 0, "gap_ev": [9.38, 9.05], "homo_ev": [-8.41, -10.42], "spin_multiplicity": 3}

{"formula": "CH8Ba3O7", "method": "the ωB97M-V functional and the def2-TZVPD basis", "elements": ["Ba", "Ba", "Ba", "C", "O", "O", "O", "O", "H", "H", "O", "H", "H", "O", "H", "H", "O", "H", "H"], "positions_angstrom": [[0.2820, -4.4467, -0.1913], [6.9401, -1.0712, -1.1939], [2.2527, 5.1995, 2.7133], [2.2495, 0.7650, 0.0078], [3.2319, 1.5725, -0.0834], [2.3607, -0.1705, -0.7611], [1.3561, 0.7813, 0.9197], [-0.3473, -1.3484, 4.7675], [-0.0769, -0.7691, 4.0551], [0.0337, -2.1976, 4.5440], [-3.7798, 0.9472, 1.8128], [-2.8351, 0.8977, 1.9589], [-4.1227, 0.1335, 2.1824], [0.4815, -2.8676, -4.8562], [1.2292, -2.3970, -4.4880], [0.0496, -2.2273, -5.4216], [-3.2868, 2.5041, -2.3163], [-2.4190, 2.1084, -2.2344], [-3.5992, 2.5861, -1.4153]], "mulliken_charge": [1.780, 1.760, 1.941, 0.744, -0.770, -0.709, -0.759, -0.594, 0.322, 0.276, -0.607, 0.294, 0.317, -0.644, 0.308, 0.343, -0.620, 0.295, 0.324], "total_charge": 4, "gap_ev": 2.86, "homo_ev": -14.65, "spin_multiplicity": 1}

What did the first record say?
{"formula": "CH7P3", "method": "the ωB97M-V functional and the def2-TZVPD basis", "elements": ["C", "P", "P", "P", "H", "H", "H", "H", "H", "H", "H"], "positions_angstrom": [[-0.0558, -1.6731, 0.3081], [0.2622, -0.1909, -0.8347], [1.9866, 0.8131, 0.1543], [-1.4098, 1.0234, 0.1568], [-0.2571, -1.3274, 1.3487], [0.9415, -2.1711, 0.3550], [-0.7709, -2.1589, -0.2242], [2.3442, 1.2728, -1.1282], [1.2814, 2.1406, 0.9452], [-2.3059, 0.0205, -0.0401], [-1.8675, 1.5488, -0.9876]], "mulliken_charge": [-1.139, 0.089, -0.174, -0.129, 0.348, 0.362, 0.396, 0.079, 0.066, 0.049, 0.052], "total_charge": 0, "gap_ev": 9.10, "homo_ev": -8.64, "smiles": "CP(P)#[PH2]", "spin_multiplicity": 1}